[1]
ORCA calculation (ωB97M-V/def2-TZVPD) on a structure of composition C21H46InO6S.

Geometry as ORCA input:
```
! wB97M-V def2-TZVPD RIJCOSX def2/J DEFGRID3
* xyz -1 1
S -0.04923 0.27962 2.30583
C -0.37157 2.04570 2.62458
C -1.74131 2.35703 3.24855
C -2.82193 2.70398 2.20704
In -4.77880 1.71748 2.54844
H -1.00889 0.07517 1.38423
H -0.25363 2.59285 1.68709
H 0.46180 2.32587 3.27957
H -2.03296 1.49721 3.86480
H -1.60453 3.18746 3.95477
H -2.48156 2.41008 1.20637
H -2.97285 3.78929 2.17584
H -5.01332 1.69387 4.31817
H -6.11444 2.53973 1.72620
H -4.61295 0.02754 1.98653
C 3.68418 -0.62263 2.32706
C 4.44431 -1.46997 1.35407
O 5.52352 -1.14983 0.89730
C 3.78120 -2.76843 0.95831
H 4.24850 0.27802 2.56385
H 2.71420 -0.34689 1.90472
H 3.47859 -1.17741 3.24382
H 2.80160 -2.56160 0.52287
H 3.60501 -3.37612 1.84834
H 4.40230 -3.30941 0.24802
C -4.06053 0.99085 -3.67016
C -4.14564 1.05613 -2.16167
O -3.59829 1.92997 -1.52997
C -4.94212 -0.02792 -1.47965
H -3.46005 1.80974 -4.05523
H -3.63294 0.03514 -3.97821
H -5.06485 1.03084 -4.09825
H -4.51586 -1.00345 -1.71498
H -5.96554 -0.03665 -1.86181
H -4.94232 0.14039 -0.40390
C -2.50301 4.05954 -7.62901
C -2.29479 2.56673 -7.53174
O -2.62507 1.94247 -6.55347
C -1.64752 1.89890 -8.72332
H -2.97000 4.42676 -6.71891
H -1.54529 4.56105 -7.78276
H -3.12970 4.29492 -8.49182
H -0.66492 2.33752 -8.90864
H -2.24782 2.06889 -9.61952
H -1.54759 0.83211 -8.54023
C 7.52036 -0.91653 3.40586
C 6.87782 -2.09588 4.08523
O 5.85158 -1.99674 4.71808
C 7.57780 -3.42482 3.92165
H 6.92027 -0.02353 3.56262
H 8.53178 -0.76168 3.78829
H 7.58826 -1.11007 2.33447
H 8.59680 -3.36095 4.30915
H 7.65367 -3.67131 2.86062
H 7.02820 -4.20226 4.44639
C 4.10373 1.03858 5.71459
C 2.60678 0.90635 5.55253
O 2.10174 -0.10303 5.12458
C 1.77015 2.10170 5.94408
H 4.59978 0.12077 5.40410
H 4.46526 1.88202 5.12091
H 4.34534 1.25863 6.75712
H 2.06570 2.97380 5.35636
H 1.94124 2.35117 6.99379
H 0.71686 1.88739 5.77907
C -3.60818 -3.53659 -5.50818
C -4.33410 -3.51860 -4.18278
O -4.83319 -2.50938 -3.74765
C -4.39320 -4.82467 -3.42713
H -3.62669 -2.54438 -5.95238
H -2.57502 -3.85866 -5.36270
H -4.07650 -4.25736 -6.18193
H -3.38214 -5.18242 -3.22219
H -4.88585 -5.58704 -4.03449
H -4.93172 -4.68699 -2.49315
*
```

As for the total energy: -1867.4323 a.u. Its strongest force on any atom is 0.2 eV/Å.



[2]
ORCA calculation (ωB97M-V/def2-TZVPD) on a cluster of 2 separate species, C5H14NO in total at a distorted geometry.

Geometry as ORCA input:
```
! wB97M-V def2-TZVPD RIJCOSX def2/J DEFGRID3
* xyz 1 1
C -2.53406 -0.10918 -0.05933
C 0.64732 -1.49188 -1.16573
C 1.94089 0.71547 1.52476
C -1.52096 -0.15468 1.00489
C 0.75033 -0.31034 -0.25922
N 0.59362 0.99389 -1.08686
O 1.83114 -0.29445 0.53480
H -3.51004 -0.30162 0.40389
H -2.39745 -0.89652 -0.79786
H -2.59860 0.86459 -0.54107
H 1.45667 -1.50864 -1.90101
H 0.72221 -2.40017 -0.57676
H -0.30316 -1.49803 -1.69220
H 0.97611 0.89097 2.00803
H 2.32945 1.64728 1.09920
H 2.65296 0.34565 2.25848
H -1.34221 0.73851 1.57977
H -1.33820 -1.09040 1.50201
H 1.33203 1.07751 -1.80480
H -0.31865 0.96704 -1.55696
H 0.63061 1.81497 -0.47403
*
```

As for the total energy: -328.5325 a.u. Its strongest force on any atom is 2.4 eV/Å. The calculation puts the energy relative to the best compared isomer or geometry (same formula, charge and spin) at 4.184 eV.



[3]
ORCA calculation (ωB97M-V/def2-TZVPD) on a cluster of 3 separate species, H6O3 in total at a distorted geometry.

Geometry as ORCA input:
```
! wB97M-V def2-TZVPD RIJCOSX def2/J DEFGRID3
* xyz 0 1
O 2.82600 -30.44100 -8.56600
H 2.24200 -31.12800 -8.33700
H 2.86800 -30.07200 -7.66800
O 2.33300 -28.96300 -6.25500
H 2.87200 -28.30000 -6.71300
H 1.46200 -28.55500 -6.23300
O 1.82200 -28.16300 -10.10200
H 1.11800 -28.76900 -10.05600
H 2.57700 -28.56000 -9.61800
*
```

As for the total energy: -229.3059 a.u. Its strongest force on any atom is 2.5 eV/Å. The calculation puts the energy relative to the best compared isomer or geometry (same formula, charge and spin) at 0.521 eV. The SMILES is O.O.O.



[4]
ORCA calculation (ωB97M-V/def2-TZVPD) on the molecule C3H5N3.

Geometry as ORCA input:
```
! wB97M-V def2-TZVPD RIJCOSX def2/J DEFGRID3
* xyz 0 1
N -1.33405 -0.81627 -1.25611
C -0.23379 -0.54385 -0.37817
C -0.42723 -0.57510 1.12163
N 0.50227 0.31769 1.47104
C 1.08385 1.00536 0.36752
N 0.63405 0.59862 -0.74676
H -1.12178 -0.43815 -2.17297
H -2.20101 -0.40876 -0.93280
H 0.48348 -1.39675 -0.42072
H 0.79885 0.46374 2.42807
H 1.81536 1.79347 0.51926
*
```

As for the total energy: -281.4998 a.u. Its strongest force on any atom is 0.6 eV/Å. The calculation puts the energy relative to the best compared isomer or geometry (same formula, charge and spin) at 2.456 eV.



[5]
ORCA calculation (ωB97M-V/def2-TZVPD) on the molecule C8H14BN at a distorted geometry.

Geometry as ORCA input:
```
! wB97M-V def2-TZVPD RIJCOSX def2/J DEFGRID3
* xyz 0 1
C 0.36290 0.67488 -1.93107
B 0.38621 0.34377 -0.37661
C -0.19825 -1.16109 0.08056
C -1.48907 -1.02459 0.77663
C -2.33486 -1.89281 0.25666
C -1.74962 -2.66347 -0.84794
C -0.50636 -2.16760 -1.09313
N 0.89484 1.21568 0.61135
C 0.74993 1.19869 2.05639
C 1.60465 2.44940 0.16956
H 1.30431 0.30463 -2.45446
H 0.27608 1.62571 -2.29123
H -0.38990 0.02492 -2.35937
H 0.43838 -1.70834 0.80940
H -1.69053 -0.44316 1.70276
H -3.26675 -2.24928 0.67187
H -2.28095 -3.51355 -1.11605
H 0.14369 -2.50063 -1.87669
H 0.33044 0.16884 2.23829
H 1.74578 1.04951 2.53830
H 0.26283 2.06165 2.43079
H 2.59759 2.63015 0.60842
H 1.82495 2.19262 -0.85932
H 0.98371 3.38409 0.25489
*
```

As for the total energy: -392.7932 a.u. Its strongest force on any atom is 4.3 eV/Å. The calculation puts the energy relative to the best compared isomer or geometry (same formula, charge and spin) at 0.603 eV. The SMILES is CB(C1C=CC=C1)N(C)C.